{
  "formula": "C42H83Br2F3N4O11P3S",
  "method": "ωB97M-V/def2-TZVPD",
  "symbols": ["Br", "Br", "S", "P", "P", "P", "F", "F", "F", "O", "O", "O", "O", "O", "O", "O", "O", "O", "O", "O", "N", "N", "N", "N", "C", "C", "C", "C", "C", "C", "C", "C", "C", "C", "C", "C", "C", "C", "C", "C", "C", "C", "C", "C", "C", "C", "C", "C", "C", "C", "C", "C", "C", "C", "C", "C", "C", "C", "C", "C", "C", "C", "C", "C", "C", "C", "H", "H", "H", "H", "H", "H", "H", "H", "H", "H", "H", "H", "H", "H", "H", "H", "H", "H", "H", "H", "H", "H", "H", "H", "H", "H", "H", "H", "H", "H", "H", "H", "H", "H", "H", "H", "H", "H", "H", "H", "H", "H", "H", "H", "H", "H", "H", "H", "H", "H", "H", "H", "H", "H", "H", "H", "H", "H", "H", "H", "H", "H", "H", "H", "H", "H", "H", "H", "H", "H", "H", "H", "H", "H", "H", "H", "H", "H", "H", "H", "H", "H", "H"],
  "positions_angstrom": [[-2.512, -0.004, 2.115], [-2.825, -4.622, 2.456], [3.345, -3.948, -0.275], [2.864, -3.529, -2.126], [1.275, -2.888, -4.672], [0.260, -0.023, -3.803], [-2.525, -2.318, 3.843], [-4.372, -2.512, 2.855], [-3.554, -1.947, 0.583], [3.317, 1.397, -4.986], [-5.793, -0.508, 10.012], [-0.155, -3.573, -1.943], [-6.949, -4.764, 6.531], [-6.651, -3.619, -3.886], [2.054, 6.931, -4.201], [1.814, -2.002, -5.958], [-0.122, 6.108, 2.313], [-0.872, 3.936, -0.818], [9.878, -1.305, 1.250], [-3.948, -2.744, -2.663], [0.186, -1.509, -0.998], [-0.646, -0.056, -5.096], [2.000, -0.772, 0.138], [-0.219, -3.540, -5.203], [1.175, 6.376, 4.288], [-7.361, 0.628, 11.390], [-5.000, -3.608, 5.819], [5.200, -1.155, -1.232], [0.779, 5.691, 3.004], [1.559, 4.457, 2.612], [0.873, -1.717, -3.245], [-2.589, -1.872, 1.511], [-3.070, -2.725, 2.722], [-2.770, 2.816, 0.062], [-1.910, 4.030, -0.192], [-0.736, -1.145, 0.049], [5.269, 2.592, -5.641], [3.348, 3.665, -4.302], [-1.239, -2.293, 0.961], [1.468, -1.317, -0.990], [7.704, -1.537, -1.410], [0.399, 8.031, -2.898], [-6.833, -2.499, 7.242], [8.791, -2.092, 0.817], [3.925, 2.451, -4.980], [2.166, -1.776, -2.278], [1.705, 1.598, -0.563], [4.688, -1.024, -2.687], [9.721, 0.050, 0.898], [-8.531, -4.888, -3.170], [-2.617, -3.161, -2.335], [-7.562, -1.874, 10.818], [-6.804, -0.577, 10.674], [2.390, 0.453, 0.142], [-0.229, -2.172, -2.261], [-7.695, -3.636, -3.273], [-2.388, 5.344, 0.359], [6.334, -2.196, -1.135], [3.186, -0.733, -2.867], [-1.709, -1.996, -2.707], [8.809, -2.377, -0.718], [-8.217, -2.402, -2.579], [0.282, 5.525, -3.469], [1.016, 6.839, -3.584], [-6.325, -3.729, 6.531], [3.592, 0.809, 0.975], [5.556, 1.641, -6.086], [5.204, -0.161, -3.112], [-7.051, -2.651, 10.255], [10.426, 0.618, 1.500], [1.780, -1.040, -5.809], [7.915, -1.556, -2.485], [-7.602, -2.168, 11.868], [-8.365, 0.849, 11.025], [4.408, -1.318, -0.509], [2.226, 2.516, -0.296], [9.893, 0.209, -0.171], [-0.715, 5.612, -3.904], [5.656, -0.197, -0.976], [0.322, 7.845, -1.825], [-1.273, -3.270, 0.490], [-6.125, -2.197, 8.016], [-8.574, -1.759, 10.426], [-2.599, -3.399, -1.272], [-4.445, -3.570, -2.727], [-2.299, 1.944, -0.390], [-6.973, -1.686, 6.528], [2.212, 6.708, 4.230], [-2.468, 5.284, 1.444], [-0.439, 0.515, -2.683], [-1.675, 6.123, 0.106], [-8.041, -5.694, -3.712], [0.684, 1.730, -0.199], [-0.539, -2.965, -5.985], [0.833, 4.763, -4.009], [-5.063, -2.842, 5.048], [-1.709, -1.978, -3.791], [1.877, -4.453, -2.497], [-0.592, 8.227, -3.308], [-9.189, -2.125, -2.991], [0.536, 7.242, 4.446], [3.276, 1.388, 1.847], [-2.136, -1.049, -2.378], [2.382, 3.411, -3.873], [-0.057, -4.463, -5.598], [-0.300, -0.397, 0.699], [3.023, -0.732, -3.941], [-7.394, 0.442, 12.465], [2.985, 0.276, -2.520], [-0.593, -2.391, 1.837], [5.032, -1.877, -3.267], [7.754, -0.500, -1.081], [-2.866, 2.649, 1.135], [-0.731, -1.006, -5.439], [-3.758, 2.951, -0.380], [-8.312, -2.588, -1.508], [-6.721, 1.488, 11.202], [3.912, -3.704, -3.048], [-8.639, -5.180, -2.124], [-7.790, -2.724, 7.709], [1.321, 0.866, -4.106], [3.209, 4.470, -5.025], [6.226, -2.972, -1.898], [-9.515, -4.716, -3.607], [1.455, 3.690, 3.381], [8.718, 0.433, 1.135], [-4.753, -4.560, 5.351], [9.801, -2.179, -1.117], [1.169, 4.070, 1.670], [-1.621, -0.672, -0.371], [1.055, 5.691, 5.129], [1.026, 8.905, -3.060], [4.043, -0.117, 1.306], [-7.521, -1.580, -2.734], [-2.396, -4.022, -2.959], [4.013, 3.995, -3.502], [0.312, -3.712, -1.105], [7.847, -1.585, 1.065], [8.770, -3.045, 1.343], [5.219, 3.348, -6.426], [0.202, 5.233, -2.419], [6.019, 2.878, -4.903], [4.277, 1.401, 0.371], [8.523, -3.422, -0.828], [1.725, 1.542, -1.649], [-4.214, -3.351, 6.532], [2.614, 4.708, 2.482], [6.330, -2.728, -0.186], [-3.359, 5.598, -0.072]],
  "largest_force_ev_per_a": 2.81,
  "charge": 1,
  "total_energy_ev": -260313.502
}


{
  "formula": "C7H14NOP",
  "method": "ωB97M-V/def2-TZVPD",
  "symbols": ["P", "O", "N", "C", "C", "C", "C", "C", "C", "C", "H", "H", "H", "H", "H", "H", "H", "H", "H", "H", "H", "H", "H", "H"],
  "positions_angstrom": [[0.904, 2.675, -0.566], [0.269, 1.772, 0.702], [-0.831, -0.079, -0.248], [0.836, -0.966, -1.906], [-0.181, 0.080, 2.140], [0.044, 1.521, -1.995], [-0.232, 0.593, 0.787], [1.280, 0.180, 2.647], [-1.664, -1.236, 0.005], [-0.323, 0.004, -1.676], [1.306, 0.034, 3.758], [1.475, -0.629, -2.732], [-0.922, 0.468, 2.917], [-1.250, -0.158, -2.397], [-2.060, -1.124, 0.971], [1.956, -0.392, 2.087], [-0.880, 1.940, -2.390], [1.788, 1.257, 2.549], [-2.376, -1.201, -0.770], [-0.387, -1.052, 2.150], [-1.077, -2.222, -0.160], [1.285, -0.989, -0.955], [0.303, -1.904, -2.024], [0.736, 1.429, -2.893]],
  "de_lowest_kcal_mol": 62.9,
  "largest_force_ev_per_a": 4.31
}


{
  "formula": "C6H13NP",
  "method": "ωB97M-V/def2-TZVPD",
  "symbols": ["P", "N", "C", "C", "C", "C", "C", "C", "H", "H", "H", "H", "H", "H", "H", "H", "H", "H", "H", "H", "H"],
  "positions_angstrom": [[2.474, 0.594, 0.003], [0.086, 0.063, -1.403], [-2.341, 0.677, -0.125], [0.813, -2.430, 0.237], [0.427, -1.254, 0.712], [-1.503, 1.643, 0.246], [-0.060, 1.423, 0.595], [0.662, 0.122, 0.061], [-0.086, 1.685, 1.603], [0.565, -0.596, -1.902], [-3.318, 0.791, -0.549], [0.508, 2.215, 0.025], [-0.934, -0.121, -1.551], [-1.979, 2.638, 0.132], [0.722, -3.242, 0.896], [3.077, -0.636, 0.144], [0.267, 1.084, -1.711], [1.530, -2.306, -0.600], [2.485, 0.531, 1.431], [-2.169, -0.419, -0.095], [0.017, -1.240, 1.786]],
  "de_lowest_kcal_mol": 42.9,
  "largest_force_ev_per_a": 4.22,
  "charge": 1
}


{
  "formula": "C24H28As2O2PS3SbTi",
  "method": "ωB97M-V/def2-TZVPD",
  "symbols": ["Sb", "As", "As", "Ti", "S", "S", "S", "P", "O", "O", "C", "C", "C", "C", "C", "C", "C", "C", "C", "C", "C", "C", "C", "C", "C", "C", "C", "C", "C", "C", "C", "C", "C", "C", "H", "H", "H", "H", "H", "H", "H", "H", "H", "H", "H", "H", "H", "H", "H", "H", "H", "H", "H", "H", "H", "H", "H", "H", "H", "H", "H", "H"],
  "positions_angstrom": [[-0.666, 4.016, 3.047], [0.448, 2.914, -0.522], [-1.470, 0.474, -1.443], [-1.109, 1.339, 1.091], [-2.364, 3.538, 1.467], [0.602, 5.840, 2.512], [0.577, 1.968, 2.886], [-0.280, -1.085, 1.813], [-3.293, 0.033, 3.969], [-2.701, 0.029, 1.791], [1.643, 2.674, -3.211], [-2.513, -4.031, 0.007], [-1.587, -4.703, -0.778], [1.001, 1.038, -4.845], [-2.117, -2.960, 0.797], [2.290, 3.272, -0.011], [3.905, -2.387, 3.273], [-2.578, -0.294, 3.045], [-0.781, -2.555, 0.827], [-0.093, 4.722, -0.992], [-2.967, 1.569, -2.056], [3.733, -1.196, 2.586], [0.138, -3.230, 0.025], [-0.114, 1.108, -2.705], [0.700, 2.175, -2.317], [2.811, -3.207, 3.528], [1.799, 2.110, -4.467], [0.046, 0.543, -3.969], [1.550, -2.832, 3.094], [1.366, -1.635, 2.403], [2.466, -0.821, 2.153], [-0.260, -4.295, -0.770], [-1.357, -1.213, 3.297], [-1.936, -1.235, -2.243], [-2.388, -1.120, -3.227], [-1.895, -5.537, -1.396], [4.580, -0.550, 2.395], [2.944, -4.137, 4.067], [1.121, 0.589, -5.823], [1.179, -2.926, 0.036], [4.890, -2.679, 3.616], [-0.067, 5.312, -0.075], [-3.861, 1.276, -1.507], [-2.742, 2.605, -1.799], [-0.810, -0.856, 4.170], [-0.573, -0.290, -4.277], [-1.114, 4.710, -1.369], [-1.030, -1.838, -2.310], [-3.552, -4.336, 0.001], [2.815, 2.328, 0.132], [2.247, 3.802, 0.940], [2.267, 3.511, -2.918], [0.469, -4.812, -1.382], [2.315, 0.120, 1.637], [-2.848, -2.413, 1.377], [-2.633, -1.742, -1.579], [2.807, 3.881, -0.752], [2.541, 2.502, -5.152], [-1.688, -2.233, 3.496], [0.584, 5.145, -1.735], [-3.144, 1.484, -3.129], [0.698, -3.475, 3.286]],
  "largest_force_ev_per_a": 0.56,
  "charge": -1,
  "total_energy_ev": -222567.199,
  "multiplicity": 4
}


{
  "formula": "C30H27IrO7SSb",
  "method": "ωB97M-V/def2-TZVPD",
  "symbols": ["Ir", "Sb", "S", "O", "O", "O", "O", "O", "O", "O", "C", "C", "C", "C", "C", "C", "C", "C", "C", "C", "C", "C", "C", "C", "C", "C", "C", "C", "C", "C", "C", "C", "C", "C", "C", "C", "C", "C", "C", "C", "H", "H", "H", "H", "H", "H", "H", "H", "H", "H", "H", "H", "H", "H", "H", "H", "H", "H", "H", "H", "H", "H", "H", "H", "H", "H", "H"],
  "positions_angstrom": [[-0.037, -0.567, 0.153], [2.769, 1.210, 1.674], [0.435, 1.368, 1.361], [0.585, -0.500, -6.755], [3.659, -1.687, -1.532], [-1.589, -4.224, 1.209], [-1.241, -1.889, -1.454], [2.210, -2.073, -6.394], [1.959, -0.559, -0.629], [-0.987, -2.079, 1.152], [3.721, 1.685, -0.136], [2.956, 2.224, -1.163], [2.506, -1.671, -4.009], [2.872, -1.788, 2.203], [2.608, -1.086, -1.610], [5.080, 1.448, -0.302], [3.100, 2.991, 2.752], [3.691, -2.856, 4.198], [2.010, -0.882, -2.995], [3.086, -2.935, 2.953], [-2.371, -4.039, -1.544], [-1.306, -3.225, 0.593], [0.997, 0.114, -3.234], [-1.223, -3.258, -0.944], [3.258, -0.554, 2.716], [0.925, -0.482, -5.481], [4.093, -1.627, 4.697], [2.673, 4.122, 2.057], [1.942, -1.463, -5.252], [0.440, 0.331, -4.471], [3.880, -0.472, 3.959], [3.462, 5.524, 3.840], [3.891, 4.404, 4.533], [1.368, -1.512, -7.406], [4.931, 2.311, -2.540], [2.850, 5.383, 2.603], [3.713, 3.135, 3.994], [3.571, 2.545, -2.366], [0.125, -3.848, -1.321], [5.684, 1.766, -1.512], [4.208, 0.467, 4.368], [5.675, 1.015, 0.494], [2.190, 4.026, 1.091], [3.282, -2.398, -3.815], [2.414, -1.865, 1.230], [-2.397, -5.028, -1.094], [2.510, 6.255, 2.060], [5.406, 2.565, -3.479], [6.742, 1.581, -1.649], [4.366, 4.511, 5.499], [0.709, -2.281, -7.803], [0.234, -3.911, -2.407], [3.601, 6.509, 4.264], [1.894, 2.392, -1.026], [-2.161, -1.628, -1.590], [-2.256, -4.136, -2.625], [-0.316, 1.080, -4.653], [0.944, -3.243, -0.924], [2.988, 2.980, -3.168], [4.570, -1.560, 5.665], [1.980, -1.054, -8.180], [0.204, -4.847, -0.898], [3.851, -3.754, 4.780], [-3.328, -3.556, -1.328], [4.050, 2.289, 4.566], [0.679, 0.723, -2.398], [2.774, -3.892, 2.558]],
  "largest_force_ev_per_a": 0.80,
  "charge": 1,
  "total_energy_ev": -66082.268,
  "multiplicity": 5
}


{
  "formula": "C23H22F5N6O2",
  "method": "ωB97M-V/def2-TZVPD",
  "symbols": ["F", "F", "F", "F", "F", "O", "O", "N", "N", "N", "N", "N", "N", "C", "C", "C", "C", "C", "C", "C", "C", "C", "C", "C", "C", "C", "C", "C", "C", "C", "C", "C", "C", "C", "C", "C", "H", "H", "H", "H", "H", "H", "H", "H", "H", "H", "H", "H", "H", "H", "H", "H", "H", "H", "H", "H", "H", "H"],
  "positions_angstrom": [[2.441, 0.096, -0.783], [2.516, 4.885, -1.073], [-4.828, 4.202, 0.336], [-5.344, 4.177, -1.995], [-3.068, 4.454, -1.254], [3.394, 3.034, -2.353], [2.071, 1.387, 1.225], [1.412, 2.567, -0.822], [5.039, -1.119, 4.525], [6.839, -4.310, -0.508], [-1.078, 1.909, -1.153], [-5.556, -1.060, -1.718], [-1.256, 1.884, -3.708], [6.150, -4.164, 0.645], [6.399, -3.601, -1.570], [-1.979, 1.696, -2.373], [1.967, 1.340, -0.132], [2.485, 3.425, -1.456], [-3.602, 1.343, -2.212], [4.350, -0.972, 5.678], [-5.805, -1.967, 0.505], [-6.812, -1.481, -1.982], [-7.096, -2.387, 0.203], [2.814, 0.567, 4.703], [0.275, 2.250, -1.767], [0.213, 2.246, -3.412], [4.599, -0.409, 3.463], [4.614, -2.624, -0.330], [-5.081, -1.313, -0.479], [3.504, 0.439, 3.502], [5.042, -3.343, 0.781], [-4.333, 3.722, -1.003], [3.242, -0.152, 5.815], [-7.613, -2.140, -1.064], [5.304, -2.752, -1.531], [-4.180, 2.094, -0.875], [5.169, -0.546, 2.548], [3.750, -1.970, -0.261], [-4.070, -0.962, -0.290], [-5.372, -2.145, 1.484], [4.724, -1.552, 6.517], [-3.497, 1.784, 0.022], [1.950, 1.222, 4.773], [2.725, -0.075, 6.764], [4.525, -3.266, 1.731], [-8.617, -2.453, -1.330], [-5.260, 1.665, -0.639], [-7.169, -1.268, -2.986], [-7.694, -2.902, 0.949], [-1.700, 1.812, -4.658], [-3.824, 0.191, -2.225], [1.074, 2.493, -4.164], [-1.323, 1.869, -0.124], [3.197, 0.986, 2.619], [6.969, -3.738, -2.485], [4.997, -2.205, -2.415], [6.524, -4.743, 1.484], [-4.119, 1.881, -3.144]],
  "largest_force_ev_per_a": 10.98,
  "charge": 1,
  "total_energy_ev": -50813.096
}


{
  "formula": "C3H3N2O2",
  "method": "ωB97M-V/def2-TZVPD",
  "symbols": ["O", "O", "N", "N", "C", "C", "C", "H", "H", "H"],
  "positions_angstrom": [[-0.853, -0.098, -2.295], [1.192, -0.013, -3.182], [0.813, 0.593, -1.153], [0.399, 0.108, -2.203], [-1.094, -0.827, 2.610], [-1.025, -0.130, 1.618], [1.231, 1.176, -0.193], [1.444, 0.376, 0.690], [-0.841, -1.421, 3.448], [-1.267, 0.237, 0.660]],
  "de_lowest_kcal_mol": 201.8,
  "largest_force_ev_per_a": 4.93,
  "charge": -1
}